Entry 1:
The following is a quantum chemistry calculation of 2 unconnected molecules or ions with the total composition F2H2, from OMol25.

HOMO level (eV): -14.485
SMILES: F.F
Lowest unoccupied orbital energy (eV): 0.42
F_max (eV/Å): 0.46
ΔE to the lowest compared entry with this formula, charge and spin (kcal/mol): 2.8
DFT total energy (eV): -5467.38142
Kohn-Sham gap (eV): 14.9

```
4
Properties=species:S:1:pos:R:3:lowdin_charge:R:1
H 1.15994 0.34682 0.24193 0.07
H -1.59327 0.77665 -0.11111 0.08
F 1.96536 -0.03774 -0.02027 -0.08
F -1.91721 -0.08709 0.00574 -0.08
```

Entry 2:
The following is a quantum chemistry calculation of a molecular structure, C37H34BaN4OPSb in a non-equilibrium geometry, from OMol25.

Total charge: +2
HOMO level (eV): -13.121
Lowest unoccupied orbital energy (eV): -5.43
F_max (eV/Å): 4.56
ΔE to the lowest compared entry with this formula, charge and spin (kcal/mol): 37.6
DFT total energy (eV): -63435.34177
Kohn-Sham gap (eV): 7.7

```
79
Properties=species:S:1:pos:R:3:lowdin_charge:R:1
Ba 1.34600 -0.56769 -0.51969 1.81
C -0.41125 -2.50996 -3.53572 -0.01
C 1.01857 -2.15688 -3.79090 -0.31
C 1.64802 -2.44109 -5.00244 0.01
C 2.95870 -2.08045 -5.18386 -0.02
C 3.65414 -1.42773 -4.16224 -0.11
C 2.97807 -1.16942 -2.98997 -0.44
N 1.68414 -1.53313 -2.81567 -0.16
Sb 4.24687 -0.11677 -1.47451 1.51
C 3.90511 -1.58179 0.17485 -0.52
C 4.98830 -1.78740 0.99481 -0.11
C 4.98360 -2.90205 1.84068 -0.02
C 3.94469 -3.78122 1.77829 0.01
C 2.86454 -3.54631 0.91044 -0.32
C 1.79038 -4.58028 0.80187 -0.02
N 2.83932 -2.45114 0.15600 -0.17
C 2.86643 1.60199 -1.05338 -0.58
C 3.40777 2.73156 -0.49759 -0.10
C 2.61811 3.89589 -0.47544 -0.02
C 1.37858 3.88680 -1.04514 0.02
C 0.87711 2.70688 -1.62536 -0.31
C -0.44884 2.62428 -2.30280 0.00
N 1.61763 1.60218 -1.61425 -0.20
H -0.83053 -3.12353 -4.33135 0.09
H -1.03718 -1.61701 -3.46138 0.08
H -0.52517 -3.07312 -2.60331 0.09
H 1.09098 -2.94369 -5.77964 0.13
H 3.45786 -2.29656 -6.11834 0.13
H 4.68640 -1.14415 -4.31199 0.10
H 5.84646 -1.12855 0.99119 0.10
H 5.81586 -3.08233 2.50794 0.13
H 3.93261 -4.67894 2.38026 0.13
H 2.24815 -5.54878 0.60462 0.10
H 1.10737 -4.35715 -0.02096 0.07
H 1.21047 -4.65806 1.72388 0.09
H 4.40404 2.75172 -0.07548 0.11
H 3.00309 4.79912 -0.02275 0.13
H 0.75786 4.77161 -1.06093 0.13
H -0.30638 2.41816 -3.36478 0.10
H -1.01835 3.54352 -2.19732 0.08
H -1.06659 1.81982 -1.89250 0.06
O -1.15830 -2.24025 1.16013 -0.09
N 0.11068 -2.11847 1.76273 -0.08
C 0.06606 -1.35187 2.77651 -0.14
C -1.07461 -0.66667 3.43899 -0.21
C -1.20286 -0.92191 4.80020 -0.02
C -2.20866 -0.30791 5.53085 -0.04
C -3.04890 0.60410 4.90446 -0.04
C -2.88336 0.89152 3.55866 -0.07
C -1.91787 0.24501 2.79595 -0.31
P -1.60402 0.65808 1.05144 1.05
C -1.67634 2.48774 1.10200 -0.38
C -0.85651 3.13691 2.03027 -0.11
C -0.80642 4.51878 2.09300 -0.07
C -1.57731 5.28501 1.22385 -0.07
C -2.39244 4.65478 0.29692 -0.07
C -2.44051 3.26430 0.24174 -0.11
C -3.04302 0.18611 0.05736 -0.38
C -2.76195 -0.53310 -1.10085 -0.14
C -3.75526 -0.94927 -1.97725 -0.07
C -5.07802 -0.64567 -1.68617 -0.05
C -5.38338 0.07387 -0.53627 -0.05
C -4.37784 0.48918 0.32142 -0.07
H -1.09054 -3.05327 0.63940 0.10
H 1.04681 -1.26034 3.24606 0.14
H -0.51973 -1.60413 5.28727 0.12
H -2.32140 -0.52241 6.58252 0.12
H -3.82092 1.10774 5.46664 0.12
H -3.50354 1.65415 3.10009 0.11
H -0.25244 2.56707 2.72936 0.11
H -0.17642 4.99683 2.83010 0.11
H -1.55837 6.36453 1.28031 0.11
H -3.00897 5.23467 -0.37527 0.11
H -3.09807 2.79264 -0.47968 0.11
H -1.73263 -0.80584 -1.35905 0.05
H -3.50140 -1.50448 -2.86865 0.10
H -5.86591 -0.96763 -2.35127 0.11
H -6.41273 0.31128 -0.31309 0.12
H -4.64581 1.06056 1.20418 0.11
```

Entry 3:
The following is a quantum chemistry calculation of a single C3H6Cl2 molecule, from OMol25.

HOMO level (eV): -10.913
SMILES: CCC(Cl)Cl
Lowest unoccupied orbital energy (eV): 0.89
F_max (eV/Å): 0.41
ΔE to the lowest compared entry with this formula, charge and spin (kcal/mol): 0.0
DFT total energy (eV): -28253.46697
Kohn-Sham gap (eV): 11.8

```
11
Properties=species:S:1:pos:R:3:lowdin_charge:R:1
C 0.09119 -1.20327 -0.55532 -0.13
C -0.63414 0.06822 -0.14419 -0.36
C 0.21543 1.11208 0.58207 -1.10
H -0.59681 -1.89023 -1.05118 0.07
H 0.91598 -1.00505 -1.24340 0.06
H 0.50455 -1.69522 0.33294 0.06
H -1.04221 0.59487 -1.01575 0.11
H -1.45648 -0.16822 0.54273 0.11
H -0.39007 1.97224 0.85827 0.05
Cl 0.85011 0.48215 2.12362 0.56
Cl 1.54246 1.73243 -0.42979 0.57
```

Entry 4:
The following is a quantum chemistry calculation of 2 unconnected molecules or ions with the total composition C3H9NO2S2 in a non-equilibrium geometry, from OMol25.

HOMO level (eV): -9.538
SMILES: O=CNCCSS.O
Lowest unoccupied orbital energy (eV): 0.43
F_max (eV/Å): 1.29
ΔE to the lowest compared entry with this formula, charge and spin (kcal/mol): 16.4
DFT total energy (eV): -30512.65324
Kohn-Sham gap (eV): 10.0

```
17
Properties=species:S:1:pos:R:3:lowdin_charge:R:1
S 2.77250 1.39549 -2.96154 0.31
S 0.83603 1.82850 -2.46703 0.41
C 0.67355 0.83930 -0.92148 -0.55
C -0.80063 0.70760 -0.59708 -0.29
N -0.98025 -0.00143 0.68421 0.04
C -1.35578 -1.30659 0.55942 -0.35
O -1.33677 -2.21787 1.35857 0.02
H 2.51896 0.28846 -3.67621 -0.19
H 1.09541 -0.14179 -1.13172 0.07
H 1.23858 1.28042 -0.09999 0.08
H -1.29023 0.10175 -1.35272 0.10
H -1.30513 1.66929 -0.55819 0.11
H -0.24048 0.21177 1.34586 0.11
H -1.59622 -1.60673 -0.47242 0.13
H -0.20560 -1.50314 2.85366 0.02
H 0.01424 -0.91338 4.17921 0.05
O -0.03819 -0.63166 3.25744 -0.07
```

Entry 5:
The following is a quantum chemistry calculation of a single C2H2N6 molecule in a non-equilibrium geometry, from OMol25.

HOMO level (eV): -9.907
SMILES: [H]/N=c1/ncnnnn1
Lowest unoccupied orbital energy (eV): -1.29
F_max (eV/Å): 2.32
ΔE to the lowest compared entry with this formula, charge and spin (kcal/mol): 43.5
DFT total energy (eV): -11042.01850
Kohn-Sham gap (eV): 8.6

```
10
Properties=species:S:1:pos:R:3:lowdin_charge:R:1
C 0.11538 -0.84489 -0.53615 -0.54
C -0.07391 0.13966 1.47820 -0.20
H -0.75446 -1.39658 -2.16200 0.08
H 0.12378 0.14795 2.59213 0.14
N -0.71730 -1.56568 -1.12722 0.18
N 0.23845 -0.88341 0.83638 0.14
N -0.67965 1.27937 0.90437 0.07
N -0.26543 1.72990 -0.21039 0.02
N 0.94004 1.28879 -0.72141 0.00
N 1.07309 0.10488 -1.05391 0.11
```

Entry 6:
The following is a quantum chemistry calculation of 3 unconnected molecules or ions with the total composition C2H10O3 in a non-equilibrium geometry, from OMol25.

HOMO level (eV): -10.335
SMILES: CCO.O.O
Lowest unoccupied orbital energy (eV): 0.90
F_max (eV/Å): 1.66
ΔE to the lowest compared entry with this formula, charge and spin (kcal/mol): 16.6
DFT total energy (eV): -8377.83359
Kohn-Sham gap (eV): 11.2

```
15
Properties=species:S:1:pos:R:3:lowdin_charge:R:1
C 0.04407 -0.97315 -1.57464 -0.34
O -1.23250 -0.99813 -0.94384 -0.09
C 0.39938 0.33645 -2.24243 -0.09
H 0.67518 -1.32034 -0.77128 0.10
H 0.11631 -1.84927 -2.26035 0.11
H -1.86403 -0.98259 -1.67012 0.08
H 0.18913 1.15266 -1.55533 0.07
H 1.47742 0.40814 -2.39061 0.07
H -0.23531 0.62317 -3.07963 0.07
H -3.33067 -4.20933 2.25836 0.04
H -2.81360 -3.99145 3.53981 0.04
O -2.52872 -4.46780 2.74301 -0.07
H 3.22710 6.12375 2.93195 0.04
H 3.06300 4.65237 2.70294 0.03
O 2.81323 5.49551 2.31216 -0.07
```

Copy entry 6 word for word.
The following is a quantum chemistry calculation of 3 unconnected molecules or ions with the total composition C2H10O3 in a non-equilibrium geometry, from OMol25.

HOMO level (eV): -10.335
SMILES: CCO.O.O
Lowest unoccupied orbital energy (eV): 0.90
F_max (eV/Å): 1.66
ΔE to the lowest compared entry with this formula, charge and spin (kcal/mol): 16.6
DFT total energy (eV): -8377.83359
Kohn-Sham gap (eV): 11.2

```
15
Properties=species:S:1:pos:R:3:lowdin_charge:R:1
C 0.04407 -0.97315 -1.57464 -0.34
O -1.23250 -0.99813 -0.94384 -0.09
C 0.39938 0.33645 -2.24243 -0.09
H 0.67518 -1.32034 -0.77128 0.10
H 0.11631 -1.84927 -2.26035 0.11
H -1.86403 -0.98259 -1.67012 0.08
H 0.18913 1.15266 -1.55533 0.07
H 1.47742 0.40814 -2.39061 0.07
H -0.23531 0.62317 -3.07963 0.07
H -3.33067 -4.20933 2.25836 0.04
H -2.81360 -3.99145 3.53981 0.04
O -2.52872 -4.46780 2.74301 -0.07
H 3.22710 6.12375 2.93195 0.04
H 3.06300 4.65237 2.70294 0.03
O 2.81323 5.49551 2.31216 -0.07
```

Please write out number 4 again, unchanged.
The following is a quantum chemistry calculation of 2 unconnected molecules or ions with the total composition C3H9NO2S2 in a non-equilibrium geometry, from OMol25.

HOMO level (eV): -9.538
SMILES: O=CNCCSS.O
Lowest unoccupied orbital energy (eV): 0.43
F_max (eV/Å): 1.29
ΔE to the lowest compared entry with this formula, charge and spin (kcal/mol): 16.4
DFT total energy (eV): -30512.65324
Kohn-Sham gap (eV): 10.0

```
17
Properties=species:S:1:pos:R:3:lowdin_charge:R:1
S 2.77250 1.39549 -2.96154 0.31
S 0.83603 1.82850 -2.46703 0.41
C 0.67355 0.83930 -0.92148 -0.55
C -0.80063 0.70760 -0.59708 -0.29
N -0.98025 -0.00143 0.68421 0.04
C -1.35578 -1.30659 0.55942 -0.35
O -1.33677 -2.21787 1.35857 0.02
H 2.51896 0.28846 -3.67621 -0.19
H 1.09541 -0.14179 -1.13172 0.07
H 1.23858 1.28042 -0.09999 0.08
H -1.29023 0.10175 -1.35272 0.10
H -1.30513 1.66929 -0.55819 0.11
H -0.24048 0.21177 1.34586 0.11
H -1.59622 -1.60673 -0.47242 0.13
H -0.20560 -1.50314 2.85366 0.02
H 0.01424 -0.91338 4.17921 0.05
O -0.03819 -0.63166 3.25744 -0.07
```